Entry 1:
A 2-piece molecular cluster, C3H9O2 overall at a distorted geometry. Source: the OMol25 dataset; level of theory: the ωB97M-V functional and the def2-TZVPD basis.

XYZ file:
```
14
Properties=species:S:1:pos:R:3
C -1.00 -1.12 0.38
O 0.04 -1.90 0.59
C -0.82 0.28 0.99
C 0.53 0.87 0.59
H -1.28 -0.95 -0.71
H -1.99 -1.46 0.82
H -1.67 0.93 0.78
H -0.79 0.08 2.07
H 1.09 0.18 -0.04
H 0.50 1.84 0.09
H 1.18 1.00 1.46
H 2.15 0.07 -2.06
H 0.63 -0.08 -2.27
O 1.44 0.27 -2.68
```

The calculation puts the HOMO energy at -2.404 eV. The energy above the lowest of the compared OMol25 structures with the same formula, charge and spin comes out at 0.749 eV. The spin multiplicity is 1. As for the total energy: -270.1582 Eh. The net charge is -1. As for the frontier orbital gap: 6.66 eV.

Entry 2:
A 2-piece molecular cluster, CH2N2OS overall at a distorted geometry. Source: the OMol25 dataset; level of theory: the ωB97M-V functional and the def2-TZVPD basis.

XYZ file:
```
7
Properties=species:S:1:pos:R:3
C -3.15 -0.14 -0.08
N 0.10 -0.50 -0.05
N -2.13 -0.63 -0.34
O 0.30 0.79 0.12
S -4.68 0.31 0.01
H 0.25 0.89 1.14
H -0.15 -0.78 -0.98
```

The calculation puts the HOMO energy (spin up / spin down) at -8.351 / -8.349 eV. The energy above the lowest of the compared OMol25 structures with the same formula, charge and spin comes out at 3.515 eV. The spin multiplicity is 1. As for the total energy: -622.0485 Eh. As for the frontier orbital gap (spin up / spin down): 5.38 / 5.37 eV.

Copy entry 2 word for word.
A 2-piece molecular cluster, CH2N2OS overall at a distorted geometry. Source: the OMol25 dataset; level of theory: the ωB97M-V functional and the def2-TZVPD basis.

XYZ file:
```
7
Properties=species:S:1:pos:R:3
C -3.15 -0.14 -0.08
N 0.10 -0.50 -0.05
N -2.13 -0.63 -0.34
O 0.30 0.79 0.12
S -4.68 0.31 0.01
H 0.25 0.89 1.14
H -0.15 -0.78 -0.98
```

The calculation puts the HOMO energy (spin up / spin down) at -8.351 / -8.349 eV. The energy above the lowest of the compared OMol25 structures with the same formula, charge and spin comes out at 3.515 eV. The spin multiplicity is 1. As for the total energy: -622.0485 Eh. As for the frontier orbital gap (spin up / spin down): 5.38 / 5.37 eV.